DFT (the ωB97M-V functional and the def2-TZVPD basis) results for the molecule C17H30NO4P in a non-equilibrium geometry.

Values from the calculation:
ΔE to the lowest compared entry with this formula, charge and spin   0.7 kJ/mol
SMILES   CC(C)COP(=O)(OCC(C)C)[C@@H](O)c1ccc(N(C)C)cc1

```
53
C17H30NO4P, DFT the ωB97M-V functional and the def2-TZVPD basis
C 4.816 -2.035 2.101
C 4.473 -1.887 0.620
C 5.660 -2.281 -0.255
C 3.252 -2.736 0.261
O 2.097 -2.291 0.963
P 1.112 -1.238 0.248
O 1.664 -0.674 -0.987
O -0.171 -2.196 0.083
C -1.454 -1.810 -0.386
C -1.434 -0.996 -1.679
C -2.834 -0.463 -1.968
C -0.909 -1.839 -2.836
C 0.768 -0.092 1.671
O 1.945 0.609 1.972
C -0.324 0.846 1.266
C -0.114 1.748 0.230
C -1.119 2.589 -0.195
C -2.392 2.559 0.394
N -3.420 3.348 -0.065
C -3.170 4.325 -1.096
C -4.613 3.500 0.733
C -2.585 1.661 1.455
C -1.570 0.828 1.878
H 5.580 -1.318 2.392
H 3.934 -1.876 2.718
H 5.190 -3.037 2.299
H 4.211 -0.844 0.407
H 5.428 -2.126 -1.305
H 6.529 -1.679 -0.001
H 5.911 -3.329 -0.106
H 3.405 -3.779 0.550
H 3.070 -2.677 -0.815
H -1.966 -1.240 0.397
H -1.986 -2.755 -0.541
H -0.757 -0.151 -1.523
H -2.830 0.113 -2.890
H -3.540 -1.283 -2.078
H -3.171 0.183 -1.161
H -1.559 -2.694 -3.012
H -0.858 -1.245 -3.744
H 0.090 -2.197 -2.605
H 0.448 -0.709 2.526
H 2.679 -0.018 1.978
H 0.857 1.787 -0.237
H -0.904 3.276 -0.997
H -2.751 3.840 -1.979
H -4.110 4.789 -1.387
H -2.482 5.114 -0.767
H -4.383 3.823 1.755
H -5.166 2.559 0.782
H -5.261 4.245 0.278
H -3.536 1.605 1.958
H -1.753 0.149 2.700
```

Löwdin atomic charge list, values in e, 2 entries: number 1, C, carries -0.069; number 2, C, carries -0.420

DFT (the ωB97M-V functional and the def2-TZVPD basis) results for C20H28AsBBrFNO4S4Tc as an isolated structure in a non-equilibrium geometry.

Values from the calculation:
ΔE to the lowest compared entry with this formula, charge and spin   31.5 kJ/mol
Total charge   +2

```
62
C20H28AsBBrFNO4S4Tc, DFT the ωB97M-V functional and the def2-TZVPD basis
Tc 11.107 7.767 11.126
O 5.251 5.787 11.035
C 6.534 6.052 11.084
C 7.414 5.482 12.049
C 8.715 5.897 12.100
N 9.215 6.770 11.192
C 8.410 7.234 10.247
Br 9.397 8.399 9.106
C 7.082 6.924 10.126
H 5.058 5.113 11.705
H 7.093 4.833 12.811
H 9.430 5.452 12.768
H 6.450 7.343 9.399
S 13.691 10.809 12.881
As 12.118 11.238 11.746
S 10.148 9.597 12.333
S 12.676 9.256 10.561
S 11.154 12.699 10.891
C 10.216 7.885 17.059
C 9.208 7.922 15.945
C 8.417 6.617 16.013
O 9.939 8.001 14.663
B 9.530 9.121 14.009
O 8.596 9.826 14.650
C 8.266 9.207 15.931
C 6.797 8.924 15.989
C 8.642 10.232 16.938
H 10.770 6.956 17.074
H 9.709 7.991 18.016
H 10.889 8.720 16.958
H 9.085 5.747 15.854
H 7.587 6.602 15.293
H 8.057 6.477 17.024
H 6.400 8.424 15.103
H 6.238 9.841 16.207
H 6.613 8.229 16.823
H 9.697 10.454 16.864
H 8.438 9.862 17.953
H 8.028 11.129 16.803
C 12.909 6.382 14.986
C 12.836 6.340 13.469
O 11.542 6.814 12.990
H 13.846 6.022 15.349
H 12.183 5.721 15.475
H 12.748 7.400 15.405
H 12.935 5.296 13.163
H 13.629 6.894 12.981
H 11.081 7.184 13.775
F 9.603 5.759 6.084
C 10.367 5.815 7.137
C 11.510 6.663 7.031
C 12.203 6.928 8.166
C 11.801 6.276 9.377
C 12.677 6.294 10.519
C 10.772 5.317 9.382
C 10.074 5.032 8.250
H 11.778 7.121 6.062
H 13.047 7.623 8.201
H 13.681 6.643 10.357
H 12.570 5.549 11.291
H 10.645 4.778 10.307
H 9.283 4.304 8.194
```

Löwdin atomic charge list, values in e, 2 entries: number 1, Tc, carries 0.755; number 2, O, carries 0.160